Entry 1:
58
Properties=species:S:1:pos:R:3:forces:R:3:lowdin_spin:R:1 method="wB97M-V/def2-TZVPD" multiplicity=2 s_squared=0.7649 orbital_gap_ev="5.94 / 6.14" charge=-2 e_homo_ev="-1.56 / -1.75" molar_mass_da=630.61
Cr 1.0290 -0.5697 -0.7311 0.7059 -0.4117 -0.5579 0.97
C 2.8374 -0.3112 3.0911 -0.0013 -0.0189 0.0600 0.00
C 2.4232 -1.4518 3.7815 -0.0199 0.0266 -0.0660 0.00
C 1.4568 -2.2445 3.2216 -0.0487 -0.0594 0.0498 0.00
C 0.9148 -1.9210 1.9614 -0.0692 0.1036 -0.0075 0.00
N 1.4032 -0.8814 1.2568 -0.0558 -0.2184 0.5301 0.00
C 2.3080 -0.0756 1.8469 0.0500 0.1094 -0.0905 0.00
N -0.1193 -2.7059 1.5287 0.2147 -0.1836 0.1060 0.00
C -0.8680 -2.3783 0.5273 -0.1144 0.3069 -0.0732 0.00
N -0.8583 -1.2654 -0.2683 -0.3787 -0.0007 0.0122 0.00
C -1.9881 -1.3197 -1.0904 0.2361 -0.1316 -0.0499 0.00
N -2.4987 -0.4817 -1.8964 -0.3671 0.1595 0.1027 0.00
C -2.2703 0.8884 -1.9009 0.1500 0.0956 -0.0788 0.00
C -2.2973 1.5632 -3.1287 -0.0525 -0.0717 -0.0408 0.00
C -2.2092 2.9368 -3.1378 -0.0828 0.0381 0.0118 0.00
C -2.1058 3.6168 -1.9279 -0.0576 -0.0356 -0.0159 0.00
C -2.0920 2.8631 -0.7681 0.0504 -0.0229 0.0061 0.00
N -2.1747 1.5329 -0.7387 -0.0412 -0.0086 0.0572 0.00
C -2.6540 -2.6373 -0.8937 0.1235 -0.0245 -0.0348 0.00
C -3.7518 -3.2141 -1.5009 -0.0761 0.0001 -0.0663 0.00
C -4.1517 -4.4687 -1.0528 0.0172 0.0432 -0.0022 0.00
C -3.4723 -5.1106 -0.0164 0.0295 0.0351 0.0054 0.00
C -2.3750 -4.5120 0.5932 0.0108 -0.0672 0.0610 0.00
C -1.9848 -3.2710 0.1299 0.0396 0.0219 0.0128 0.00
H 3.5726 0.3692 3.4986 -0.0067 -0.0157 -0.0229 0.00
H 2.8518 -1.7006 4.7452 -0.0185 -0.0114 0.0133 0.00
H 1.0717 -3.1292 3.7090 0.0072 0.0193 0.0067 0.00
H 2.6107 0.7784 1.2592 -0.0168 -0.0331 -0.0607 0.00
H -2.3509 0.9863 -4.0420 0.0227 0.0234 0.0115 0.00
H -2.1972 3.4765 -4.0774 0.0390 -0.0252 -0.0020 0.00
H -2.0112 4.6937 -1.8898 0.0316 -0.0153 0.0200 0.00
H -1.9936 3.3484 0.1987 0.0129 -0.0119 -0.0238 0.00
H -4.2660 -2.7030 -2.3055 0.0113 0.0118 0.0282 0.00
H -5.0017 -4.9574 -1.5149 0.0106 -0.0075 -0.0018 0.00
H -3.8045 -6.0893 0.3095 0.0058 -0.0026 0.0078 0.00
H -1.8274 -4.9902 1.3956 -0.0176 0.0024 -0.0119 0.00
O 1.2635 4.4396 -4.1547 -0.0614 0.1603 -0.1091 0.02
C 1.0902 3.4669 -3.4551 0.0435 -0.0608 0.0409 0.01
C 1.2212 3.4244 -1.9476 -0.0784 -0.0878 0.0955 0.01
O 1.4319 4.3810 -1.2188 0.0303 0.0815 0.0233 0.01
C 1.0231 2.0257 -1.6060 -0.0803 -0.1713 -0.1750 -0.01
C 0.7517 1.2475 -2.7492 0.2948 0.0051 0.2927 -0.01
O 0.5978 -0.0123 -2.5922 -0.4796 0.0301 -0.5232 0.01
C 0.7006 2.0844 -3.9428 -0.0160 -0.0584 0.0916 0.00
O 0.3821 1.7976 -5.0834 0.0270 -0.0146 -0.1228 0.00
O 1.0713 1.4224 -0.4741 0.0602 0.1799 0.2074 0.01
S 3.4040 -0.3391 -1.1039 -0.1077 -0.0125 0.1768 -0.01
C 3.9396 -1.9310 -0.6004 0.1026 0.0206 -0.0147 0.00
C 5.2155 -2.1278 -0.0602 -0.0720 -0.0167 -0.0471 0.00
C 5.6566 -3.3892 0.3203 -0.0215 0.0543 -0.0180 0.00
C 4.8205 -4.4882 0.1547 -0.0151 0.0055 -0.0412 0.00
C 3.5504 -4.3092 -0.3783 0.0019 0.0809 -0.0017 0.00
C 3.0854 -3.0431 -0.7492 -0.0228 -0.1744 0.0519 0.00
S 1.4810 -2.8198 -1.4190 0.0610 0.3547 0.1553 -0.01
H 5.8567 -1.2609 0.0586 0.0020 -0.0309 0.0198 0.00
H 6.6447 -3.5102 0.7528 -0.0094 0.0021 -0.0286 0.00
H 5.1547 -5.4802 0.4415 -0.0216 0.0172 0.0141 0.00
H 2.8838 -5.1558 -0.5044 0.0186 0.0158 0.0167 0.00

Entry 2:
64
Properties=species:S:1:pos:R:3:forces:R:3:lowdin_spin:R:1 method="wB97M-V/def2-TZVPD" multiplicity=4 s_squared=3.7651 orbital_gap_ev="4.86 / 4.79" charge=-1 e_homo_ev="-4.14 / -4.11" molar_mass_da=772.01
Co 14.4188 10.8820 9.1207 -1.8934 0.5474 -0.8189 2.65
O 20.3052 8.6986 11.6509 -0.7264 0.4053 0.3198 0.00
C 19.4084 9.2239 12.3707 1.7565 -1.0881 -0.1548 0.00
O 19.4998 9.6541 13.5328 -0.8126 0.0801 -0.4223 0.00
C 18.0589 9.2885 11.6426 -0.4836 1.0601 0.5131 0.00
C 17.9411 8.8748 10.3181 -1.7063 0.2279 0.3194 0.00
C 16.7343 9.0981 9.6736 -1.2868 0.8560 1.5411 0.01
N 15.6829 9.7876 10.2274 2.1852 -1.0245 0.9233 0.03
C 15.8122 10.1633 11.5103 0.7544 -0.4564 0.2369 0.00
C 16.9553 9.9142 12.2570 0.4447 -0.8327 -0.2974 0.00
C 14.6831 10.9025 12.0416 -2.6940 2.5353 0.2527 0.01
C 14.2784 11.0776 13.3942 1.4537 -0.9156 -1.2302 0.00
C 13.2397 11.9078 13.7037 -0.2591 -0.1764 0.1918 0.00
C 12.4873 12.4774 12.6994 -0.9170 0.4133 0.5446 0.00
C 12.8030 12.2250 11.3927 1.9152 -0.6406 -0.5267 0.00
N 13.9619 11.5482 11.0753 -1.2818 -0.6380 0.9996 0.04
C 16.4035 8.5986 8.3724 -0.7835 -1.1259 -3.5758 0.00
C 17.1362 7.5847 7.7340 0.7515 0.4218 0.5339 0.00
C 16.9310 7.2204 6.4195 -0.5387 -0.1261 -0.7089 0.00
C 15.9910 7.9691 5.6844 0.3869 -0.5198 0.7016 0.00
C 15.1793 8.8508 6.3849 0.4365 -0.4392 1.1485 0.00
N 15.3261 9.0988 7.7109 0.6502 0.6930 -0.3028 0.03
H 18.6710 8.3060 9.8095 1.0656 -0.1555 -0.0513 0.00
H 17.0116 10.1341 13.3231 0.1708 0.2557 -0.3800 0.00
H 14.7913 10.5180 14.1505 0.2589 -0.0512 0.3785 0.00
H 12.9310 12.0472 14.7302 0.1515 0.0123 0.0926 0.00
H 11.6152 13.0624 13.0083 0.2920 -0.1354 -0.5608 0.00
H 12.1932 12.5477 10.5608 0.1443 0.1326 -0.0853 0.00
H 17.9829 7.1936 8.2689 0.0204 -0.5311 0.1334 0.00
H 17.4438 6.3322 5.9743 -0.2248 1.1648 0.3823 0.00
H 15.8827 7.8543 4.6172 -0.1719 -0.1479 -0.0378 0.00
H 14.3593 9.3221 5.8690 -0.2021 0.3675 0.1878 0.00
S 14.3501 14.6698 9.5014 1.2255 -0.3040 0.1762 0.01
C 13.0606 13.9882 8.6934 -0.2975 0.7090 0.3395 0.01
S 13.0833 12.4267 7.8824 -0.3919 0.4531 -0.3193 0.09
C 11.8462 14.7203 8.7322 1.6314 -1.5446 -0.3082 0.01
C 10.7109 14.1867 8.1878 -2.6554 -0.8224 -1.1556 0.00
N 9.7030 13.8053 7.7559 0.3875 0.0175 0.1362 0.00
C 11.7151 15.9631 9.3220 0.2276 1.8280 0.7519 0.00
N 11.6002 17.0211 9.7792 -0.1131 -0.3335 -0.0552 0.00
Cl 17.7326 12.0298 5.2219 -0.1158 -0.2438 0.2319 0.00
C 17.9992 12.5654 6.8954 1.0930 0.1068 -0.3707 0.00
Cl 19.5321 11.8051 7.5223 -0.4966 0.7345 -0.3141 0.00
Cl 18.0760 14.4033 6.7895 -0.1458 -1.7268 0.7978 0.00
C 16.9696 11.9958 7.7681 -3.4626 1.7042 1.1628 0.00
N 15.9569 11.9161 8.3660 4.3143 -0.0793 -1.6007 0.04
N 13.4342 7.7368 9.8790 0.6567 0.6529 0.4248 0.00
C 12.3638 8.1613 9.1819 -0.1611 -0.3105 -0.2418 0.01
S 12.1873 9.7652 8.6902 0.2323 -0.4309 0.4060 0.04
N 11.4490 7.2046 8.8640 0.9830 -0.3341 0.4930 0.00
C 10.2837 7.4930 8.1224 -0.4755 -0.5324 -1.7521 0.00
C 10.3555 7.9741 6.7818 1.0271 0.0580 1.4211 0.00
C 9.1730 8.3056 6.1339 0.9729 0.4638 -0.4555 0.00
C 7.9534 8.0070 6.6980 -1.3100 -0.2931 1.3645 0.00
C 7.8712 7.4028 7.9772 0.8486 0.5848 -0.6246 0.00
C 9.0664 7.1682 8.6846 -1.1024 0.2439 0.2779 0.00
H 14.1279 8.4646 10.1438 -0.7814 -0.8865 -0.2278 0.00
H 13.4044 6.8824 10.4168 0.0332 0.0960 -0.1312 0.00
H 11.6441 6.2264 9.1236 -0.2567 0.9296 -0.2291 0.00
H 11.3906 8.1927 6.3951 -1.4689 -0.1406 0.2008 0.00
H 9.2468 8.9170 5.2305 -0.1901 -0.5096 0.0820 0.00
H 7.0086 8.3265 6.2333 0.6101 -0.2234 0.0348 0.00
H 6.9022 7.2482 8.4537 0.3131 -0.0957 -0.2039 0.00
H 9.0346 6.8275 9.7302 0.0123 0.0601 -0.5591 0.00

In order of appearance, E_tot = -98116.7624 -154082.0711 eV.